{
  "formula": "C10H7HfN2O5",
  "method": "ωB97M-V with the def2-TZVPD basis set",
  "e_tot_ha": -917.74430,
  "orbital_gap_ev": [4.488, 4.477],
  "lumo_energy_ev": [-15.0, -15.0],
  "max_force_ev_per_a": 9.89,
  "charge": 3,
  "elements": ["Hf", "O", "O", "O", "O", "O", "N", "N", "C", "C", "C", "C", "C", "C", "C", "C", "C", "C", "H", "H", "H", "H", "H", "H", "H"],
  "positions_angstrom": [[-0.6741, -1.4177, -1.0707], [1.2093, -3.7543, 0.5162], [-2.1809, 0.5326, -3.3791], [-3.2189, -1.6071, 1.1191], [-1.8665, -4.1122, -2.8297], [1.0001, 0.3169, -5.9762], [0.0777, 0.0919, 0.4094], [1.4044, 2.9032, 3.1809], [0.8286, 2.3203, 0.9075], [0.1835, -0.2506, 1.7329], [0.4881, 0.0325, -4.9894], [-1.5826, -0.1351, -2.6385], [-1.4916, -3.2102, -2.2065], [0.3857, 1.3597, -0.0039], [0.9611, 1.9853, 2.2794], [-2.3955, -1.6337, 0.2948], [0.6171, -2.9623, -0.1024], [0.6268, 0.6718, 2.6752], [0.7162, 0.3789, 3.7240], [1.6499, 3.8413, 2.9236], [0.5152, -1.6620, -2.2399], [1.0758, 3.3255, 0.5694], [0.2655, 1.5885, -1.0749], [-0.1027, -1.2783, 2.0086], [1.5077, 2.6753, 4.1699]],
  "atomic_forces_ev_per_a": [[2.4, 4.7, 3.0], [-3.2, 4.4, -3.6], [3.2, -3.6, 4.1], [4.5, -0.1, -4.5], [1.9, 4.5, 3.1], [-1.6, -0.9, 3.2], [-1.1, -2.0, -1.6], [-0.8, -2.0, -0.9], [-0.5, -0.8, -1.8], [0.7, 1.5, 1.5], [1.7, 0.9, -3.1], [-4.4, 5.1, -6.2], [-2.5, -6.2, -4.0], [0.8, 1.6, 1.3], [0.9, 2.0, 1.5], [-7.4, -0.8, 6.5], [4.6, -6.0, 4.3], [-0.7, -2.0, -0.3], [-0.1, 0.0, -0.4], [0.1, 0.3, -0.3], [1.4, -1.0, -1.8], [-0.1, -0.2, 0.0], [0.2, 0.0, 0.6], [0.3, 0.6, 0.1], [-0.1, 0.0, -0.4]]
}


{
  "formula": "C12H26N4O3",
  "method": "ωB97M-V with the def2-TZVPD basis set",
  "e_tot_ha": -917.55756,
  "orbital_gap_ev": 9.535,
  "lumo_energy_ev": 0.5,
  "smiles": "NCCCC[C@H](NC(=O)[C@@H](N)CCCCN)C(=O)O",
  "max_force_ev_per_a": 3.86,
  "charge": 0,
  "de_lowest_kcal_mol": 36.5,
  "elements": ["O", "O", "O", "N", "N", "N", "N", "C", "C", "C", "C", "C", "C", "C", "C", "C", "C", "C", "C", "H", "H", "H", "H", "H", "H", "H", "H", "H", "H", "H", "H", "H", "H", "H", "H", "H", "H", "H", "H", "H", "H", "H", "H", "H", "H"],
  "positions_angstrom": [[0.3672, 0.8086, 3.5874], [-2.4698, 2.9216, -0.2868], [-0.2653, 2.8599, 3.2940], [2.8317, -1.4454, -2.2229], [0.4304, -3.0308, -0.7051], [-0.4833, 2.3675, 0.5087], [-3.7317, 0.4739, 0.1167], [1.8159, 2.0238, 1.0894], [2.6761, 0.4648, -0.6271], [-0.3146, -2.5938, 0.5782], [-2.3215, 0.6186, 0.3951], [-2.2974, -1.6439, -0.7047], [-1.7574, -0.2239, -0.7084], [0.0692, 1.8449, 2.7847], [0.3088, 1.5453, 1.3153], [2.9531, -0.0217, -2.0520], [-1.7840, -2.6211, 0.3679], [2.1940, 1.8650, -0.3568], [-1.7399, 2.0538, 0.1528], [0.6897, 0.0631, 2.9991], [-3.3747, -1.6092, -0.6262], [-1.9533, 0.2418, -1.6904], [1.9262, -1.8144, -1.8736], [0.3224, -4.0261, -0.9522], [1.3807, 2.0248, -1.0795], [0.1961, 0.5175, 1.0426], [-0.3818, 3.3562, 0.6173], [1.8219, -0.2156, -0.3127], [2.2532, 0.6866, -2.7028], [0.1098, -2.5798, -1.5309], [2.9129, 2.6117, -0.5936], [-4.3810, 0.8519, 0.8468], [2.5836, 1.4209, 1.5439], [3.5891, 0.1483, -0.0030], [1.7645, 3.0813, 1.3964], [-3.9361, 1.1457, -0.6225], [3.9130, 0.3633, -2.4593], [-0.6451, -0.2371, -0.7992], [-2.2153, -2.3290, 1.3481], [-1.9945, 0.3842, 1.3990], [-2.1526, -3.6074, 0.1094], [0.1085, -1.6174, 0.9130], [0.0005, -3.3179, 1.3332], [2.9300, -1.7657, -3.1665], [-1.9492, -2.0449, -1.6630]],
  "atomic_forces_ev_per_a": [[0.8, -2.0, -0.9], [-0.2, 0.0, -0.5], [-0.5, 1.3, -0.5], [-0.9, -0.2, 0.9], [0.2, -0.4, 1.4], [-0.5, -0.2, -0.6], [-1.9, 1.8, 1.6], [-1.7, 0.0, -0.7], [0.8, -2.8, 1.0], [2.0, -1.3, -2.0], [0.8, 1.4, -1.1], [0.9, -0.7, -0.5], [2.0, -1.0, -0.8], [0.2, -1.4, 0.6], [2.3, 1.3, 0.9], [-0.9, 3.2, -2.0], [-1.0, 1.7, 1.1], [-0.3, -0.2, -1.5], [-2.3, 0.2, 0.4], [-0.5, 1.0, 1.3], [-0.1, -0.1, -0.4], [-0.7, 0.0, 0.4], [1.0, 0.4, -0.1], [0.0, 0.6, 0.8], [-0.1, 0.3, 0.4], [-0.2, -0.6, 0.0], [0.3, 0.6, 0.0], [0.9, 0.5, 0.1], [0.5, -1.6, 0.7], [-0.6, 0.8, -0.4], [0.9, 0.6, -0.3], [1.2, -0.5, -0.3], [-0.1, 0.1, 1.3], [-1.3, 0.6, -0.5], [0.6, -0.4, 0.1], [0.2, -0.2, -0.3], [-0.1, -0.6, 0.6], [-0.4, -0.1, 0.7], [-0.2, -0.3, -0.4], [-0.4, -0.8, 0.3], [0.1, -0.3, 0.1], [-0.5, -0.5, -0.5], [-0.1, 0.1, 0.0], [0.2, 0.2, -0.5], [-0.6, -0.2, -0.1]]
}


{
  "formula": "C5H34NO13",
  "method": "ωB97M-V with the def2-TZVPD basis set",
  "e_tot_ha": -1243.80730,
  "orbital_gap_ev": 8.389,
  "lumo_energy_ev": 2.3,
  "max_force_ev_per_a": 3.32,
  "charge": -1,
  "de_lowest_kcal_mol": 64.2,
  "elements": ["O", "O", "O", "O", "O", "O", "O", "O", "O", "O", "O", "O", "O", "N", "C", "C", "C", "C", "C", "H", "H", "H", "H", "H", "H", "H", "H", "H", "H", "H", "H", "H", "H", "H", "H", "H", "H", "H", "H", "H", "H", "H", "H", "H", "H", "H", "H", "H", "H", "H", "H", "H", "H"],
  "positions_angstrom": [[-2.0193, -1.8488, -0.0785], [0.5727, -3.7868, -2.0515], [-1.3826, 4.1746, 1.4847], [-0.4619, -3.9328, 2.9067], [-3.4183, -1.6965, -2.2903], [1.6682, 2.6263, -2.6010], [0.0723, 1.8921, -0.7818], [1.1056, -1.3302, -3.1954], [1.2222, 3.6329, 0.8430], [0.4614, -2.3699, 0.7229], [3.3651, 1.6226, 1.2218], [-1.8401, 3.5475, -1.1360], [-3.2887, 1.2943, -2.0207], [-0.6073, 0.0841, 0.6341], [-0.0475, 0.5550, -0.7627], [0.4692, -0.1361, 1.6329], [2.4034, -2.0348, 1.8634], [0.1199, -0.4940, 3.1118], [1.3783, -1.3302, 1.0289], [2.9656, 1.1713, 0.4712], [1.0676, 0.7578, 1.7520], [-3.4778, 0.3776, -2.2649], [0.9402, 0.0855, -0.9209], [-0.3852, -3.8158, -1.9967], [-2.5458, -1.8185, -2.6916], [2.0156, -0.9144, 0.2402], [-2.4333, 3.0216, -1.6860], [-3.0254, -1.6007, -1.3639], [1.8995, 4.0735, 0.3128], [-1.4225, -0.9224, 0.3603], [0.9166, -0.0480, 3.6973], [0.8542, -2.8639, -2.0840], [0.9364, 2.5545, -3.2123], [-4.0435, 1.8522, -2.2180], [3.1140, -1.3630, 2.4484], [-1.9094, 4.1652, 0.6700], [2.0279, -2.7000, 2.5967], [-0.1453, -2.3263, -0.0301], [0.5528, -1.6503, -3.9226], [3.1506, -2.6016, 1.2832], [-2.2833, -2.6169, 0.4347], [1.6882, -0.7459, -3.6984], [-0.3224, -4.3805, 2.0674], [2.6623, 2.2064, 1.5300], [0.8419, 2.9411, 0.2110], [-0.7569, 0.1128, 3.3013], [-0.5656, -3.0036, 2.7172], [-0.4943, 4.4702, 1.2286], [1.3022, 2.5925, -1.6689], [-0.9819, 2.9830, -0.9160], [-0.0400, -1.5353, 3.2068], [-1.0595, 0.9153, 1.0348], [-0.8160, 0.1572, -1.4221]],
  "atomic_forces_ev_per_a": [[-0.2, 0.2, -0.7], [0.1, -0.5, -0.1], [-0.2, 0.4, 0.5], [-0.3, -0.9, 0.7], [1.0, 0.5, 0.5], [1.2, 0.4, 0.3], [0.3, 0.3, 0.6], [0.0, 0.2, -1.0], [0.4, -0.2, -0.5], [0.8, -0.7, -0.1], [0.2, -0.3, 0.1], [0.9, 0.4, 0.3], [0.3, 0.1, 0.0], [0.6, 0.5, 0.7], [-0.1, 0.5, 1.4], [2.3, -2.2, 0.0], [2.7, 1.2, 1.5], [-0.5, 2.1, -2.2], [-0.8, 0.8, 0.4], [0.0, 0.1, -0.1], [0.1, 0.3, -0.6], [-0.3, -0.2, -0.1], [-0.7, -0.3, -0.1], [0.0, 0.3, 0.1], [-0.3, -0.1, -0.6], [-0.8, -0.3, -0.7], [0.7, -0.3, 0.3], [-0.7, -0.3, 0.0], [-0.1, 0.0, 0.1], [0.0, -0.4, 0.6], [0.2, -0.6, 0.3], [-0.2, 0.0, 0.0], [-0.4, 0.0, 0.4], [-0.3, -0.4, -0.1], [-1.1, -0.2, -0.7], [0.3, -0.2, -0.2], [-0.8, -0.7, 0.6], [0.1, 0.8, 0.0], [-0.2, -0.3, 0.4], [-0.7, 0.0, -0.4], [0.1, 0.4, 0.4], [0.2, 0.2, 0.6], [0.1, 0.4, -0.1], [-0.2, 0.3, -0.1], [-0.1, 0.2, 0.6], [-0.5, -0.3, 0.6], [0.0, 0.1, -0.6], [-0.3, -0.4, 0.0], [-0.4, -0.6, -1.5], [-2.0, 0.1, -0.8], [-0.1, -0.6, 0.7], [-0.4, -0.2, -0.8], [0.0, 0.0, -0.5]]
}


{
  "formula": "C46H28N7Na",
  "method": "ωB97M-V with the def2-TZVPD basis set",
  "e_tot_ha": -2315.45279,
  "orbital_gap_ev": 5.259,
  "lumo_energy_ev": 4.0,
  "max_force_ev_per_a": 0.12,
  "charge": -2,
  "elements": ["Na", "N", "N", "N", "N", "N", "N", "N", "C", "C", "C", "C", "C", "C", "C", "C", "C", "C", "C", "C", "C", "C", "C", "C", "C", "C", "C", "C", "C", "C", "C", "C", "C", "C", "C", "C", "C", "C", "C", "C", "C", "C", "C", "C", "C", "C", "C", "C", "C", "C", "C", "C", "C", "C", "H", "H", "H", "H", "H", "H", "H", "H", "H", "H", "H", "H", "H", "H", "H", "H", "H", "H", "H", "H", "H", "H", "H", "H", "H", "H", "H", "H"],
  "positions_angstrom": [[0.2648, 0.7061, -0.5085], [1.8028, -0.9059, 0.0822], [-1.8694, 1.0358, 0.3245], [-0.8128, -1.1970, -1.2523], [2.0911, -0.8247, -6.0930], [0.7053, 1.2549, 1.7218], [0.9093, 1.1086, -5.1012], [0.8424, 1.6676, -2.6961], [-5.8783, -0.4221, -3.8569], [1.9241, -4.9652, -1.8606], [2.0657, -1.9923, -0.6822], [2.1306, 2.3010, 3.1935], [-2.1933, 1.9952, 1.2123], [-2.0827, -1.2229, -1.6973], [-3.6244, 2.2732, 1.1426], [5.5758, 0.3157, 4.6133], [0.0442, 2.2573, 2.3395], [-2.2580, -2.3229, -2.6396], [-2.4425, 4.6310, 5.1258], [-2.8654, 5.9086, 3.1440], [4.3623, 0.2195, 3.9469], [-0.1531, -2.2115, -1.8505], [-1.3037, 2.6072, 2.1240], [2.8699, -0.6999, 0.8744], [1.1872, -2.5713, -1.6142], [5.4514, 0.7226, 1.8788], [-3.0082, 0.6598, -0.3051], [3.8931, -1.7037, 0.6022], [6.7367, 0.6145, 3.9122], [-2.9179, 5.7903, 4.5265], [-6.9427, -0.9416, -3.1326], [-1.0557, -2.9358, -2.7357], [3.3954, -2.5012, -0.3716], [-3.1115, -0.3536, -1.2718], [2.9731, 0.3181, 1.8520], [0.9033, 1.3517, -3.8154], [2.5049, -4.5773, -4.5391], [-6.7581, -1.2712, -1.7959], [-5.5222, -1.0818, -1.1944], [-1.9229, 3.6050, 4.3496], [2.4144, -6.0176, -2.6217], [6.6679, 0.8165, 2.5400], [1.5489, 0.0654, -5.5712], [1.9640, 1.2255, 2.2196], [-4.4457, -0.5543, -1.9089], [-4.6449, -0.2305, -3.2499], [2.7065, -5.8261, -3.9665], [-1.8586, 3.7102, 2.9586], [2.0138, -3.5254, -3.7774], [1.7188, -3.7087, -2.4279], [-2.3408, 4.8809, 2.3728], [4.2762, 0.4234, 2.5690], [-4.1270, 1.4547, 0.1896], [0.9409, 2.9395, 3.2696], [-3.8133, 0.1738, -3.8145], [-3.1724, -2.5967, -3.1435], [-3.3258, 6.5925, 5.1301], [7.6860, 0.6878, 4.4298], [-1.5596, 2.6974, 4.8160], [3.0351, 2.5464, 3.7284], [3.4572, -0.0206, 4.4914], [-3.2298, 6.8086, 2.6625], [3.8725, -3.3527, -0.8312], [1.6920, -5.1083, -0.8118], [-5.3733, -1.3464, -0.1545], [2.7326, -4.4064, -5.5843], [7.5653, 1.0540, 1.9807], [3.0905, -6.6460, -4.5630], [-7.9058, -1.0912, -3.6062], [1.8713, -2.5547, -4.2380], [-4.1716, 2.9791, 1.7485], [5.6152, 0.1498, 5.6838], [0.7008, 3.7973, 3.8789], [5.3962, 0.8850, 0.8094], [-2.2958, 4.9753, 1.2946], [-5.1549, 1.3868, -0.1324], [-7.5783, -1.6841, -1.2199], [-2.4820, 4.5215, 6.2036], [2.5652, -6.9892, -2.1645], [-6.0077, -0.1630, -4.9011], [-0.8022, -3.7958, -3.3362], [4.8480, -1.7952, 1.0962]],
  "atomic_forces_ev_per_a": [[0.0, 0.0, -0.1], [0.0, -0.1, 0.0], [-0.1, 0.0, 0.1], [0.0, 0.0, 0.0], [0.0, 0.0, 0.0], [0.0, 0.0, 0.0], [0.0, 0.0, 0.0], [0.0, 0.0, 0.0], [0.0, 0.0, 0.0], [0.0, 0.0, 0.0], [0.0, 0.0, 0.0], [0.0, 0.0, 0.0], [0.0, 0.0, 0.0], [0.0, 0.0, 0.0], [0.0, 0.0, 0.0], [0.0, 0.0, 0.0], [0.0, 0.0, 0.0], [0.0, 0.0, 0.0], [0.0, 0.0, 0.0], [0.0, 0.0, 0.0], [0.0, 0.0, 0.0], [0.0, 0.0, 0.0], [0.0, 0.0, 0.0], [0.0, 0.0, 0.0], [0.0, 0.0, 0.0], [0.0, 0.0, 0.0], [0.0, 0.0, 0.0], [0.0, 0.0, 0.0], [0.0, 0.0, 0.0], [0.0, 0.0, 0.0], [0.0, 0.0, 0.0], [0.0, 0.0, 0.0], [0.0, 0.0, 0.0], [0.0, 0.0, 0.0], [0.0, 0.0, 0.0], [0.0, 0.0, 0.0], [0.0, 0.0, 0.0], [0.0, 0.0, 0.0], [0.1, 0.0, 0.0], [0.0, 0.0, 0.0], [0.0, 0.0, 0.0], [0.0, 0.0, 0.0], [0.1, 0.0, 0.0], [0.0, 0.0, 0.0], [-0.1, 0.0, 0.0], [0.0, 0.0, 0.0], [0.0, 0.0, 0.0], [0.0, 0.0, 0.0], [0.0, 0.0, 0.0], [0.0, 0.0, 0.0], [0.0, 0.0, 0.0], [0.0, 0.0, 0.0], [0.0, 0.0, 0.0], [0.0, 0.0, 0.0], [0.0, 0.0, 0.0], [0.0, 0.0, 0.0], [0.0, 0.0, 0.0], [0.0, 0.0, 0.0], [0.0, 0.0, 0.0], [0.0, 0.0, 0.0], [0.0, 0.0, 0.0], [0.0, 0.0, 0.0], [0.0, 0.0, 0.0], [0.0, 0.0, 0.0], [0.0, 0.0, 0.0], [0.0, 0.0, 0.0], [0.0, 0.0, 0.0], [0.0, 0.0, 0.0], [0.0, 0.0, 0.0], [0.0, 0.0, 0.0], [0.0, 0.0, 0.0], [0.0, 0.0, 0.0], [0.0, 0.0, 0.0], [0.0, 0.0, 0.0], [0.0, 0.0, 0.0], [0.0, 0.0, 0.0], [0.0, 0.0, 0.0], [0.0, 0.0, 0.0], [0.0, 0.0, 0.0], [0.0, 0.0, 0.0], [0.0, 0.0, 0.0], [0.0, 0.0, 0.0]]
}


{
  "formula": "C3H5ClN2OS",
  "method": "ωB97M-V with the def2-TZVPD basis set",
  "e_tot_ha": -1160.35714,
  "orbital_gap_ev": 9.639,
  "lumo_energy_ev": -0.3,
  "smiles": "N/N=C(\\CCl)C(=O)S",
  "max_force_ev_per_a": 5.44,
  "charge": 0,
  "de_lowest_kcal_mol": 51.4,
  "elements": ["Cl", "S", "O", "N", "N", "C", "C", "C", "H", "H", "H", "H", "H"],
  "positions_angstrom": [[-2.2821, -1.2401, -0.7001], [2.9672, -0.5002, -0.5484], [1.1298, -2.1165, 0.2875], [-0.8468, 1.8935, -0.0809], [0.3367, 1.1438, 0.1485], [0.2236, -0.0511, 0.3559], [-1.0551, -0.8431, 0.6224], [1.3863, -0.9344, 0.1211], [-1.7277, 1.3682, -0.4494], [-0.4834, -1.8469, 0.8562], [2.5792, 0.7584, -1.1815], [-1.5904, -0.2062, 1.4201], [-0.6373, 2.5745, -0.8515]],
  "atomic_forces_ev_per_a": [[1.1, 0.6, 0.6], [-0.9, 2.1, -0.9], [1.7, 0.0, -0.2], [-0.6, -0.2, -1.4], [-1.3, 4.8, -2.2], [-1.5, -3.1, -0.6], [0.7, -0.3, 1.4], [-0.2, -1.8, 0.2], [2.2, 0.4, 1.1], [-2.3, 1.7, 0.3], [0.5, -1.9, 1.3], [0.5, -1.6, -1.1], [0.1, -0.7, 1.4]]
}


{
  "formula": "C14H9F6N2O7S2",
  "method": "ωB97M-V with the def2-TZVPD basis set",
  "e_tot_ha": -2570.14574,
  "orbital_gap_ev": 6.811,
  "lumo_energy_ev": -0.2,
  "max_force_ev_per_a": 10.06,
  "charge": -1,
  "elements": ["S", "S", "F", "F", "F", "F", "F", "F", "O", "O", "O", "O", "O", "O", "O", "N", "N", "C", "C", "C", "C", "C", "C", "C", "C", "C", "C", "C", "C", "C", "C", "H", "H", "H", "H", "H", "H", "H", "H", "H"],
  "positions_angstrom": [[4.1776, -2.1076, 4.1128], [2.0937, -0.8601, 3.0929], [0.6382, 0.4161, 4.9227], [5.6939, -3.3328, 5.9449], [-0.3484, 0.2259, 2.9819], [4.3879, -1.7752, 6.7476], [-0.1880, -1.5041, 4.3076], [3.5495, -3.6973, 6.1561], [-4.4770, 3.6505, -5.3982], [5.2332, -1.1113, 3.9140], [4.2752, -3.2853, 3.2466], [0.1493, -0.3566, -3.9618], [2.6801, 0.4203, 2.6890], [1.7412, -1.7496, 1.9828], [-6.3257, 1.8666, -1.2276], [-5.0547, 3.4169, -2.8700], [2.7187, -1.5470, 4.3770], [-3.1358, 0.1338, -1.4449], [-4.3092, 3.1092, -4.1858], [1.2378, 0.1118, -3.0632], [-5.2719, 2.1732, -1.9912], [-3.2981, 1.9224, -3.6789], [-1.8931, 1.3263, -4.2774], [0.4934, -0.4128, 3.8448], [-3.8994, 1.3225, -2.2766], [-0.9098, -1.6848, -1.1231], [4.4686, -2.7518, 5.7944], [-1.1311, 0.1195, -3.4134], [-0.2014, -2.7411, -0.4797], [-1.7054, -0.5073, -1.9992], [0.9783, 1.5982, -2.4144], [0.4608, -3.2984, 0.3357], [-3.5971, -0.2324, -0.4334], [-1.4821, 1.7840, -5.2729], [1.4928, -0.6911, -2.2393], [2.2052, 0.1972, -3.7544], [2.0256, 1.9481, -1.9631], [0.6054, 2.4029, -3.2013], [-4.3193, 3.9129, -2.3054], [0.2411, 1.5880, -1.4756]],
  "atomic_forces_ev_per_a": [[2.5, -0.6, -1.4], [-0.1, 1.1, -2.3], [0.2, -0.6, -1.1], [-1.0, 0.6, -0.6], [1.1, -0.6, 0.4], [0.1, -0.6, -1.0], [0.7, 0.7, -0.6], [0.7, 0.7, -0.6], [1.0, -3.4, 8.4], [-1.5, -1.0, 0.5], [-0.5, 1.3, 1.2], [-2.7, 2.0, 2.5], [-0.7, -1.6, 0.8], [0.3, 0.6, 1.4], [7.0, 2.5, -5.1], [-0.2, -0.1, -0.2], [0.3, 0.1, -0.9], [1.2, 1.4, -3.1], [0.5, 0.0, -3.5], [1.8, 0.8, 0.3], [-2.2, -2.7, 2.1], [1.9, -2.9, 1.6], [-2.4, -1.1, 3.7], [-2.2, 0.5, 1.6], [2.6, -1.1, -1.4], [3.8, -5.4, 3.0], [0.0, -0.8, 2.6], [-1.5, 0.7, 0.3], [-4.6, 8.1, -3.7], [-1.5, 1.6, -0.9], [0.6, 0.1, 0.9], [-1.7, 1.6, -2.1], [1.1, 0.7, -2.2], [-0.6, -1.3, 2.2], [-0.9, 1.7, -1.6], [-2.3, -0.3, 1.3], [-2.2, -0.7, -1.1], [0.8, -1.9, 1.6], [-1.0, -0.1, -0.7], [1.5, -0.1, -2.3]]
}


Question: Look up the charge of the fourth one.
Answer: -2